#one
Formula: H14NO5
Source: OMol25
Level of theory: ωB97M-V/def2-TZVPD

Last column: natural (NBO) charge in e.
Geometry (Å):
N (0.2924, -0.7304, -0.5455)  -0.912
H (0.2452, -0.2150, -1.4291)  0.455
H (1.0864, -1.3835, -0.4860)  0.459
H (-0.5384, -1.3287, -0.4593)  0.453
H (0.3500, -0.0753, 0.2460)  0.465
H (-0.8567, 4.4685, 1.9326)  0.489
H (0.1791, 4.7354, 0.8395)  0.495
O (-0.2778, 4.0250, 1.2979)  -0.969
H (-0.1658, 1.3385, -3.3205)  0.496
H (-1.0089, 2.1059, -2.1988)  0.503
O (-0.3399, 1.4471, -2.3814)  -0.983
H (2.3938, -3.5416, 0.3772)  0.500
H (2.3969, -3.3271, -1.1079)  0.490
O (2.1213, -2.8968, -0.2847)  -0.966
H (-0.2769, 0.8374, 2.3473)  0.481
H (-0.2872, 2.1494, 1.5723)  0.520
O (-0.3585, 1.1840, 1.4501)  -0.990
H (-1.9633, -2.2968, 1.0604)  0.484
H (-1.7024, -3.6817, 0.4858)  0.498
O (-1.2895, -2.8143, 0.6041)  -0.966

Properties
* net charge: +1
* LUMO: -2.610 eV
* HOMO-LUMO gap: 12.4 eV


#two
Formula: H14NO5
Source: OMol25
Level of theory: ωB97M-V/def2-TZVPD

Last column: natural (NBO) charge in e.
Geometry (Å):
N (0.4822, 0.9675, 0.8482)  -0.888
H (1.3612, 0.6344, 0.4746)  0.442
H (-0.0991, 1.3592, 0.0836)  0.473
H (0.5612, 1.7271, 1.5228)  0.435
H (-0.0686, 0.1817, 1.2292)  0.475
H (-1.7647, -4.5257, 0.9785)  0.485
H (-1.8408, -3.8289, -0.3678)  0.488
O (-1.8563, -3.6514, 0.5814)  -0.960
H (1.6214, -1.0401, -1.9384)  0.477
H (0.2268, -1.5743, -2.3867)  0.483
O (0.7321, -1.2421, -1.6408)  -0.959
H (2.7244, 3.6341, -0.6778)  0.483
H (2.1568, 4.4479, 0.4327)  0.487
O (2.0185, 3.5927, -0.0019)  -0.968
H (-0.9098, -1.2937, 2.8688)  0.481
H (-1.0914, -2.2582, 1.7226)  0.525
O (-0.8310, -1.3359, 1.9059)  -0.989
H (-1.2631, 1.3902, -2.2565)  0.502
H (-0.2836, 2.4991, -1.9142)  0.494
O (-0.6482, 1.6741, -1.5671)  -0.964

Properties
* net charge: +1
* LUMO: -2.815 eV
* HOMO-LUMO gap: 12.0 eV


#three
Formula: H14NO5
Source: OMol25
Level of theory: ωB97M-V/def2-TZVPD

Last column: natural (NBO) charge in e.
Geometry (Å):
N (-0.4773, -0.5028, 0.6947)  -0.925
H (-0.5530, -1.5195, 0.6493)  0.434
H (-1.3312, -0.1915, 0.2130)  0.462
H (-0.6028, -0.1324, 1.7118)  0.456
H (0.3768, -0.1062, 0.2831)  0.463
H (3.7928, 2.2414, -2.1608)  0.486
H (4.0807, 0.7948, -2.5760)  0.494
O (3.3887, 1.3691, -2.2333)  -0.969
H (-0.7841, -3.9526, -1.8608)  0.500
H (-1.3494, -4.4009, -0.3586)  0.496
O (-1.2227, -3.7605, -1.0405)  -0.995
H (-2.3198, 1.2794, -1.5372)  0.495
H (-2.4997, 2.2263, -0.2632)  0.498
O (-2.3987, 1.3459, -0.5962)  -0.979
H (1.6798, 2.2519, 0.0116)  0.483
H (1.7538, 1.3388, -1.1263)  0.510
O (1.1669, 1.5422, -0.3781)  -0.984
H (-0.1402, -0.1724, 3.5629)  0.496
H (-1.5455, 0.4271, 3.8220)  0.520
O (-1.0150, -0.0781, 3.1825)  -0.943

Properties
* net charge: +1
* LUMO: -2.790 eV
* HOMO-LUMO gap: 11.8 eV


#four
Formula: H14NO5
Source: OMol25
Level of theory: ωB97M-V/def2-TZVPD

Last column: natural (NBO) charge in e.
Geometry (Å):
N (-0.4163, -0.6354, 0.6728)  -0.899
H (-0.1796, -1.6208, 0.5422)  0.447
H (-1.1308, -0.4956, -0.0485)  0.456
H (-0.8930, -0.4578, 1.5742)  0.468
H (0.3399, 0.0558, 0.5727)  0.475
H (3.8099, 1.9808, -2.5988)  0.483
H (4.3950, 0.6277, -2.3492)  0.489
O (3.7313, 1.2328, -2.0048)  -0.965
H (-0.2957, -4.0321, -1.1699)  0.499
H (-1.9159, -4.1954, -0.7619)  0.507
O (-1.1443, -3.6559, -0.9418)  -1.004
H (-2.6688, 1.2195, -1.5454)  0.492
H (-2.4596, 2.4540, -0.5423)  0.494
O (-2.3544, 1.5118, -0.6751)  -0.984
H (1.3974, 2.4452, -0.2243)  0.488
H (1.9704, 1.2951, -0.9269)  0.509
O (1.1618, 1.5272, -0.4422)  -0.984
H (-0.4666, -0.0474, 3.9696)  0.494
H (-1.6314, 0.8253, 3.5138)  0.492
O (-1.2493, -0.0347, 3.3859)  -0.958

Properties
* net charge: +1
* LUMO: -2.756 eV
* HOMO-LUMO gap: 12.1 eV


The most stable of them is #one.


#one
Formula: C3H7O3S
Source: OMol25
Level of theory: ωB97M-V/def2-TZVPD

Last column: natural (NBO) charge in e.
Geometry (Å):
C (-0.8874, 1.3046, 0.7576)  -0.730
C (0.5346, -0.8404, -1.1199)  -1.158
C (-0.3441, -0.0473, 1.2681)  0.405
O (3.0405, -1.4066, -0.4572)  -1.021
O (1.1251, -3.1123, -0.1387)  -0.945
O (-1.1424, -0.9607, 1.5462)  -0.619
S (1.8779, -1.9570, -1.1879)  1.379
H (-1.3123, 1.1131, -0.2591)  0.248
H (-1.5908, 1.8527, 1.4009)  0.209
H (-0.1345, 2.1206, 0.5599)  0.203
H (0.8258, 0.0400, -1.6432)  0.185
H (-0.1419, -1.2783, -1.8124)  0.177
H (0.6984, -0.3265, 1.1602)  0.179
H (0.3994, -2.4670, 0.1736)  0.487

Properties
* net charge: -1
* LUMO: 3.900 eV
* HOMO-LUMO gap: 6.9 eV


#two
Formula: C3H7O3S
Source: OMol25
Level of theory: ωB97M-V/def2-TZVPD

Last column: natural (NBO) charge in e.
Geometry (Å):
C (1.8299, 0.7868, -1.1002)  -0.604
C (-2.0380, -0.8269, 1.0458)  -0.870
C (0.7198, 1.2459, -0.6287)  0.193
O (-3.8832, 0.1183, -0.5555)  -1.047
O (-2.2607, 1.5717, 0.6734)  -1.064
O (0.2257, 1.2098, 0.5656)  -0.720
S (-2.4848, 0.4235, -0.2532)  1.484
H (2.5767, 0.2723, -0.5641)  0.182
H (-2.4625, -0.3698, 1.9149)  0.215
H (2.1080, 1.1101, -2.0888)  0.185
H (-2.5287, -1.8175, 0.8071)  0.193
H (-1.0408, -0.8314, 1.2360)  0.209
H (0.0173, 1.7409, -1.2965)  0.142
H (-0.7525, 1.4183, 0.5154)  0.501

Properties
* net charge: -1
* LUMO: 3.991 eV
* HOMO-LUMO gap: 7.6 eV


The most stable of them is #two.


#one
Formula: CH18O8
Source: OMol25
Level of theory: ωB97M-V/def2-TZVPD

Last column: natural (NBO) charge in e.
Geometry (Å):
C (3.7669, -0.0793, -0.4937)  -0.253
O (4.5083, -0.8943, -1.4838)  -0.745
H (3.2634, -0.7583, 0.1944)  0.187
H (4.4506, 0.4961, 0.1304)  0.170
H (3.0964, 0.5992, -1.0211)  0.174
H (5.2851, -0.4191, -1.7878)  0.467
O (0.7175, 4.6650, 2.7058)  -0.938
H (1.5035, 5.2100, 2.6685)  0.464
H (0.3585, 4.7007, 1.8192)  0.474
O (-5.4603, -1.3205, 3.2623)  -0.931
H (-5.8849, -0.9418, 2.4926)  0.466
H (-5.6041, -2.2630, 3.1763)  0.465
O (-0.1452, -4.4534, 1.5788)  -0.941
H (-0.1060, -4.0791, 2.4589)  0.472
H (-0.9979, -4.8867, 1.5400)  0.469
O (-1.0936, 5.0556, -1.2071)  -0.943
H (-1.8656, 5.6211, -1.2275)  0.468
H (-1.3702, 4.2555, -1.6537)  0.475
O (-2.5390, 1.4833, -3.2141)  -0.942
H (-2.1466, 1.1537, -4.0226)  0.473
H (-3.4721, 1.5589, -3.4136)  0.470
O (2.6805, -4.9910, -1.8082)  -0.942
H (1.9128, -4.7677, -1.2819)  0.470
H (3.1744, -4.1735, -1.8711)  0.472
O (-1.2944, -0.0951, 1.1716)  -0.935
H (-0.9515, -0.9320, 0.8581)  0.467
H (-1.7862, 0.2560, 0.4293)  0.468

Properties
* net charge: 0
* LUMO: 0.279 eV
* structure (SMILES): CO.O.O.O.O.O.O.O
* HOMO-LUMO gap: 10.8 eV


#two
Formula: CH18O8
Source: OMol25
Level of theory: ωB97M-V/def2-TZVPD

Last column: natural (NBO) charge in e.
Geometry (Å):
O (-1.3688, -0.6364, -2.0388)  -0.794
H (-2.0275, -0.1306, -2.6150)  0.529
H (-0.5009, -0.3150, -2.3311)  0.547
H (-1.5029, -0.6104, -1.0983)  0.555
C (0.0773, 0.7172, 0.3676)  -0.294
O (-0.8210, -0.3693, 0.3491)  -1.025
H (-0.2190, 1.3149, -0.5518)  0.145
H (1.0480, 0.1614, 0.4209)  0.168
H (-0.0850, 1.2635, 1.4212)  0.157
O (-1.0132, -1.9048, 2.4223)  -0.939
H (-0.9645, -1.2296, 1.8538)  0.471
H (-1.9018, -2.0075, 2.2161)  0.447
O (0.9512, 0.1890, -2.8726)  -0.960
H (1.4689, 0.9271, -2.4829)  0.518
H (0.9261, 0.2856, -3.8630)  0.502
O (-2.8540, 0.7114, 1.9944)  -0.946
H (-2.3187, 1.3661, 2.4686)  0.455
H (-2.2370, 0.5792, 1.2927)  0.476
O (0.9103, -2.4051, -0.2444)  -0.956
H (0.1203, -2.8188, -0.1236)  0.472
H (0.5096, -1.5764, -0.1316)  0.474
O (0.8782, 3.7017, 0.8131)  -0.949
H (1.1656, 2.7897, 0.9579)  0.481
H (-0.0307, 3.7987, 0.7214)  0.470
O (3.5833, -1.5285, 0.4092)  -0.943
H (3.5220, -0.5419, 0.5242)  0.449
H (2.6843, -1.7312, 0.1205)  0.488

Properties
* net charge: 0
* LUMO: -1.061 eV
* HOMO-LUMO gap: 8.3 eV


The most stable of them is #one.


#one
Formula: C26H31N4O2RuS3
Source: OMol25
Level of theory: ωB97M-V/def2-TZVPD

Last column: natural (NBO) charge in e.
Geometry (Å):
Ru (1.0134, 0.4638, -0.7547)  0.140
O (1.5192, -0.0447, 1.2780)  -0.596
N (2.5303, 0.7021, 1.7299)  0.007
C (2.5799, 0.9108, 3.0601)  0.039
C (3.6149, 1.5814, 3.6506)  -0.302
C (4.6407, 2.0650, 2.8300)  -0.192
C (4.5630, 1.8739, 1.4764)  -0.233
C (3.4775, 1.2042, 0.8771)  0.035
S (3.3131, 1.0297, -0.8114)  -0.024
H (1.7361, 0.4952, 3.5902)  0.216
H (3.6125, 1.7345, 4.7197)  0.214
H (5.4786, 2.6012, 3.2568)  0.208
H (5.3217, 2.2563, 0.8084)  0.226
S (0.5937, 1.0850, -2.9887)  -0.229
C (0.7364, 2.8379, -2.9421)  -0.085
C (0.7993, 3.5652, -4.1341)  -0.277
C (0.8766, 4.9487, -4.1407)  -0.257
C (0.8954, 5.6393, -2.9337)  -0.259
C (0.8348, 4.9340, -1.7427)  -0.229
C (0.7524, 3.5391, -1.7186)  -0.229
S (0.6094, 2.7022, -0.1823)  -0.173
H (0.7913, 3.0154, -5.0693)  0.200
H (0.9328, 5.4838, -5.0821)  0.190
H (0.9662, 6.7213, -2.9197)  0.190
H (0.8539, 5.4619, -0.7953)  0.201
C (-3.3870, 0.5898, -3.2027)  -0.592
C (-3.1738, 1.2813, -1.8509)  -0.172
C (-4.4145, 1.1569, -0.9597)  -0.583
C (-2.7954, 2.7552, -2.0647)  -0.595
C (-2.0401, 0.6382, -1.1789)  0.459
N (-1.1173, 0.2068, -0.6512)  -0.367
H (-4.2318, 1.0577, -3.7125)  0.200
H (-3.6008, -0.4722, -3.0729)  0.205
H (-2.4889, 0.6963, -3.8113)  0.251
H (-5.2475, 1.6777, -1.4360)  0.206
H (-4.2364, 1.6092, 0.0159)  0.219
H (-4.6964, 0.1125, -0.8172)  0.207
H (-3.5790, 3.2339, -2.6565)  0.197
H (-1.8469, 2.8295, -2.5961)  0.258
H (-2.6879, 3.2739, -1.1121)  0.227
C (-1.1812, -1.4085, 2.8087)  -0.619
C (-0.1355, -2.5121, 2.7899)  -0.221
N (-0.6271, -3.7639, 2.2127)  -0.431
C (-1.6472, -4.4870, 2.9616)  -0.213
C (-3.0191, -4.4210, 2.3033)  -0.616
C (-0.1180, -4.3900, 1.1187)  0.670
O (-0.4673, -5.5224, 0.8038)  -0.643
C (0.8949, -3.6419, 0.3051)  -0.176
C (2.1858, -4.1194, 0.1504)  -0.137
C (3.0682, -3.3830, -0.6251)  -0.265
C (2.6433, -2.1911, -1.1826)  0.074
N (1.4037, -1.7172, -1.0299)  -0.393
C (0.5440, -2.4589, -0.3291)  0.081
H (-0.7402, -0.4959, 3.2082)  0.226
H (-2.0458, -1.6781, 3.4206)  0.188
H (-1.5198, -1.1792, 1.7987)  0.227
H (0.1992, -2.7313, 3.8115)  0.177
H (0.7309, -2.1608, 2.2383)  0.253
H (-1.6815, -4.0525, 3.9622)  0.189
H (-1.3350, -5.5288, 3.0540)  0.215
H (-3.3497, -3.3873, 2.1974)  0.205
H (-3.7553, -4.9604, 2.9027)  0.202
H (-2.9777, -4.8780, 1.3158)  0.227
H (2.4852, -5.0433, 0.6288)  0.217
H (4.0893, -3.7067, -0.7747)  0.216
H (3.3142, -1.5742, -1.7646)  0.227
H (-0.4580, -2.0609, -0.2417)  0.220

Properties
* net charge: -1
* LUMO: 2.592 eV
* HOMO-LUMO gap: 5.4 eV


#two
Formula: C26H31N4O2RuS3
Source: OMol25
Level of theory: ωB97M-V/def2-TZVPD

Last column: natural (NBO) charge in e.
Geometry (Å):
Ru (0.1920, 0.1581, 1.1682)  0.175
O (0.0644, 2.2341, 0.5960)  -0.571
N (0.0465, 3.1219, 1.5843)  0.006
C (0.2100, 4.4140, 1.2187)  0.037
C (0.1678, 5.4356, 2.1227)  -0.301
C (-0.0450, 5.1171, 3.4717)  -0.197
C (-0.1973, 3.8073, 3.8301)  -0.231
C (-0.1546, 2.7566, 2.8840)  0.017
S (-0.3235, 1.1168, 3.2915)  -0.078
H (0.3723, 4.5391, 0.1589)  0.225
H (0.3003, 6.4521, 1.7833)  0.216
H (-0.0789, 5.8956, 4.2229)  0.208
H (-0.3502, 3.5193, 4.8607)  0.224
S (0.7169, -0.8479, -0.9374)  -0.258
C (2.3249, -1.4879, -0.6062)  -0.188
C (2.8645, -2.4941, -1.4104)  -0.236
C (4.1343, -3.0069, -1.1833)  -0.264
C (4.8939, -2.5086, -0.1301)  -0.277
C (4.3700, -1.5088, 0.6774)  -0.194
C (3.0925, -0.9840, 0.4623)  -0.208
S (2.4855, 0.3165, 1.4818)  -0.121
H (2.2616, -2.8758, -2.2277)  0.201
H (4.5250, -3.7914, -1.8216)  0.192
H (5.8853, -2.9010, 0.0672)  0.192
H (4.9512, -1.1158, 1.5047)  0.198
C (1.8299, -4.6061, 1.5764)  -0.592
C (0.7950, -4.1096, 2.5954)  -0.144
C (1.3990, -4.0772, 4.0045)  -0.587
C (-0.4555, -4.9960, 2.5739)  -0.586
C (0.4218, -2.7392, 2.2150)  0.341
N (0.2728, -1.6594, 1.8587)  -0.230
H (2.1531, -5.6129, 1.8521)  0.196
H (2.6991, -3.9471, 1.5529)  0.246
H (1.4039, -4.6317, 0.5734)  0.227
H (1.7851, -5.0672, 4.2558)  0.201
H (0.6481, -3.7939, 4.7431)  0.211
H (2.2153, -3.3570, 4.0553)  0.233
H (-0.1956, -5.9998, 2.9173)  0.203
H (-0.8586, -5.0703, 1.5633)  0.216
H (-1.2293, -4.5952, 3.2299)  0.211
C (0.2129, 2.3032, -2.7829)  -0.638
C (-0.8088, 1.3758, -3.4179)  -0.209
N (-2.1634, 1.9330, -3.4761)  -0.427
C (-2.4313, 2.9748, -4.4597)  -0.212
C (-2.5204, 4.3650, -3.8427)  -0.617
C (-3.2039, 1.5248, -2.7157)  0.667
O (-4.3379, 1.9729, -2.8586)  -0.649
C (-2.9323, 0.4887, -1.6631)  -0.168
C (-3.3993, -0.8087, -1.8049)  -0.131
C (-3.1705, -1.7089, -0.7819)  -0.261
C (-2.4665, -1.2838, 0.3327)  0.078
N (-2.0102, -0.0410, 0.4858)  -0.411
C (-2.2602, 0.8276, -0.4995)  0.079
H (1.1695, 1.7857, -2.7125)  0.245
H (-0.0731, 2.5676, -1.7647)  0.238
H (0.3435, 3.2165, -3.3709)  0.180
H (-0.8257, 0.4316, -2.8785)  0.246
H (-0.5150, 1.1442, -4.4467)  0.180
H (-3.3714, 2.7394, -4.9608)  0.213
H (-1.6285, 2.9330, -5.1977)  0.190
H (-3.3382, 4.3980, -3.1241)  0.226
H (-2.7098, 5.1127, -4.6158)  0.200
H (-1.5936, 4.6238, -3.3303)  0.206
H (-3.9274, -1.1023, -2.7039)  0.215
H (-3.5040, -2.7353, -0.8500)  0.213
H (-2.2486, -1.9664, 1.1446)  0.203
H (-1.8793, 1.8288, -0.3411)  0.232

Properties
* net charge: -1
* LUMO: 2.610 eV
* HOMO-LUMO gap: 5.5 eV


The most stable of them is #two.